50
Properties=species:S:1:pos:R:3 method="wB97M-V/def2-TZVPD" lumo_energy_ev=0.677 relative_energy_kj_mol=8.58 gap_ev=9.44 multiplicity=1 fmax_ev_per_a=1.065 total_energy_ha=-1158.4876 charge=0 smiles=CC(C)CN(C#N)c1nc(N2CCOCC2)nc(N2CCOCC2)n1
C 1.37 4.50 -1.39
H 2.09 5.00 -0.74
H 1.92 3.88 -2.10
H 0.83 5.26 -1.94
C 0.41 3.65 -0.56
C -0.33 4.52 0.46
H -1.02 3.92 1.05
H -0.90 5.30 -0.04
H 0.38 4.99 1.14
C -0.58 2.94 -1.49
N -1.40 1.98 -0.78
C -2.63 2.31 -0.42
N -3.69 2.63 -0.13
C -0.90 0.75 -0.42
N -1.71 -0.05 0.25
C -1.18 -1.23 0.57
N 0.06 -1.62 0.26
C 0.78 -0.72 -0.41
N 0.35 0.49 -0.78
N 2.03 -1.07 -0.79
C 2.67 -2.26 -0.29
H 1.92 -2.89 0.17
C 3.76 -1.86 0.72
H 4.34 -2.73 1.02
O 4.67 -0.95 0.15
C 4.02 0.22 -0.29
H 4.80 0.86 -0.72
C 2.95 -0.10 -1.34
H 2.39 0.79 -1.62
H 3.42 -0.54 -2.23
H 3.55 0.74 0.56
H 3.28 -1.41 1.60
H 3.13 -2.78 -1.14
N -1.94 -2.07 1.29
C -1.56 -3.44 1.54
H -0.51 -3.56 1.25
C -2.47 -4.37 0.74
H -2.28 -5.42 0.99
O -3.83 -4.13 1.03
C -4.19 -2.80 0.74
H -5.24 -2.71 1.00
C -3.34 -1.81 1.54
H -3.56 -0.78 1.25
H -3.53 -1.94 2.61
H -4.06 -2.60 -0.34
H -2.28 -4.22 -0.34
H -1.68 -3.64 2.61
H -0.03 2.39 -2.26
H -1.24 3.67 -1.97
H 0.98 2.88 -0.03

---

55
Properties=species:S:1:pos:R:3 method="wB97M-V/def2-TZVPD" lumo_energy_ev=2.254 relative_energy_kj_mol=17.60 gap_ev=5.51 multiplicity=1 fmax_ev_per_a=1.003 total_energy_ha=-11546.2382 charge=-1
Pb -0.55 0.67 0.44
C 2.66 -1.31 5.44
C 2.82 0.11 4.92
N 3.08 0.16 3.50
C 2.16 0.32 2.51
S 0.49 0.30 2.95
N 2.72 0.42 1.32
N 1.92 0.60 0.25
C 2.50 0.73 -0.90
C 3.99 0.66 -1.08
C 1.65 0.95 -2.08
C 2.20 1.30 -3.32
C 1.36 1.49 -4.40
C -0.01 1.34 -4.24
C -0.48 1.01 -2.98
N 0.32 0.82 -1.94
H 2.49 -1.31 6.52
H 3.55 -1.90 5.24
H 1.81 -1.78 4.95
H 3.65 0.62 5.44
H 1.91 0.68 5.11
H 4.04 0.11 3.17
H 4.43 0.29 -0.16
H 4.40 1.65 -1.29
H 4.24 -0.01 -1.90
H 3.27 1.43 -3.43
H 1.78 1.77 -5.36
H -0.69 1.48 -5.07
H -1.54 0.89 -2.79
Se -3.62 0.41 -0.72
Se -3.95 2.69 -0.38
Se -2.04 3.73 -1.17
Se -0.39 3.43 0.48
C -1.58 -5.13 0.95
N -2.39 -3.93 0.91
C -2.99 -3.80 -0.42
N -2.01 -3.83 -1.50
C -1.21 -5.04 -1.39
N -0.55 -5.20 -0.09
C 0.47 -4.17 0.11
P -0.18 -2.40 0.08
C -1.61 -2.73 1.24
C -1.19 -2.62 -1.49
H -2.24 -5.99 0.81
H -1.10 -5.21 1.92
H -3.55 -2.87 -0.47
H -3.68 -4.64 -0.56
H -0.45 -5.04 -2.18
H -1.87 -5.90 -1.54
H 1.23 -4.27 -0.67
H 0.96 -4.34 1.07
H -2.28 -1.86 1.21
H -1.22 -2.82 2.26
H -0.51 -2.64 -2.35
H -1.84 -1.75 -1.60

---

43
Properties=species:S:1:pos:R:3 method="wB97M-V/def2-TZVPD" lumo_energy_ev=0.953 relative_energy_kj_mol=120.36 gap_ev=9.06 multiplicity=1 fmax_ev_per_a=0.581 total_energy_ha=-754.6586 charge=0 smiles=Cc1ccccc1OCCCCN1CCCCC1
C 2.00 2.18 -0.12
C 3.14 1.21 -0.07
C 4.45 1.62 -0.02
C 5.49 0.70 0.03
C 5.21 -0.65 0.03
C 3.90 -1.09 -0.03
C 2.86 -0.17 -0.08
O 1.53 -0.50 -0.13
C 1.16 -1.86 -0.16
C -0.36 -1.91 -0.25
H -0.69 -1.33 -1.12
C -1.03 -1.33 0.99
H -0.58 -0.36 1.20
H -0.85 -1.98 1.85
C -2.54 -1.18 0.80
N -2.84 -0.36 -0.36
C -4.12 -0.63 -0.98
C -5.32 -0.09 -0.19
C -5.16 1.42 0.00
C -3.81 1.71 0.67
C -2.68 1.07 -0.15
H -1.72 1.24 0.34
H -2.64 1.54 -1.14
H -3.81 1.31 1.68
H -3.65 2.79 0.74
H -5.97 1.82 0.61
H -5.19 1.91 -0.97
H -5.37 -0.58 0.78
H -6.25 -0.30 -0.73
H -4.22 -1.71 -1.12
H -4.11 -0.16 -1.97
H -2.98 -0.80 1.73
H -2.97 -2.17 0.62
H -0.67 -2.95 -0.40
H 1.61 -2.36 -1.03
H 1.50 -2.36 0.75
H 3.70 -2.15 -0.03
H 6.01 -1.37 0.07
H 6.52 1.05 0.07
H 4.67 2.68 -0.02
H 1.41 2.11 0.79
H 1.34 1.95 -0.96
H 2.37 3.20 -0.23

---

43
Properties=species:S:1:pos:R:3 method="wB97M-V/def2-TZVPD" lumo_energy_ev=0.852 relative_energy_kj_mol=104.00 gap_ev=8.93 multiplicity=1 fmax_ev_per_a=0.536 total_energy_ha=-754.6648 charge=0 smiles=COc1ccccc1CCN[C@@H]1CCC[C@H](C)C1
C 1.63 2.72 -0.08
O 1.57 1.32 -0.19
C 2.75 0.61 -0.16
C 4.00 1.19 -0.05
C 5.14 0.39 -0.03
C 5.02 -0.99 -0.13
C 3.77 -1.56 -0.24
C 2.62 -0.79 -0.26
C 1.26 -1.40 -0.34
H 0.63 -0.77 -0.98
H 1.32 -2.40 -0.77
C 0.63 -1.48 1.07
N -0.69 -2.05 1.17
H -0.69 -3.01 0.84
C -1.85 -1.36 0.62
C -2.14 -1.65 -0.86
C -3.46 -1.00 -1.27
C -3.40 0.50 -1.03
C -3.11 0.81 0.43
C -3.04 2.32 0.67
H -3.98 2.79 0.40
H -2.83 2.54 1.71
H -2.25 2.76 0.06
C -1.79 0.15 0.85
H -1.59 0.35 1.90
H -0.98 0.58 0.26
H -3.91 0.40 1.05
H -2.62 0.94 -1.66
H -4.36 0.96 -1.32
H -3.66 -1.21 -2.33
H -4.27 -1.43 -0.69
H -1.34 -1.26 -1.48
H -2.19 -2.73 -1.01
H -2.71 -1.75 1.20
H 0.61 -0.48 1.50
H 1.29 -2.10 1.69
H 3.67 -2.63 -0.31
H 5.90 -1.61 -0.11
H 6.11 0.85 0.05
H 4.12 2.26 0.02
H 2.08 3.03 0.86
H 2.17 3.16 -0.92
H 0.59 3.05 -0.11

---

44
Properties=species:S:1:pos:R:3 method="wB97M-V/def2-TZVPD" lumo_energy_ev=0.897 relative_energy_kj_mol=113.82 gap_ev=9.45 multiplicity=1 fmax_ev_per_a=0.624 total_energy_ha=-829.8849 charge=0 smiles=CCCCCCNCC1OCc2ccccc2CO1
C 3.42 -5.23 -0.89
C 1.99 -5.50 -0.45
C 1.53 -4.60 0.70
C 1.53 -3.10 0.40
C 0.65 -2.68 -0.78
C -0.84 -3.02 -0.62
N -1.53 -2.42 0.50
H -1.05 -2.62 1.37
C -1.87 -1.02 0.42
C -0.74 0.00 0.71
O -0.24 0.45 -0.51
C 0.74 1.47 -0.39
C 0.17 2.87 -0.32
C 0.92 3.91 -0.85
C 0.46 5.21 -0.82
C -0.77 5.48 -0.24
C -1.52 4.45 0.29
C -1.06 3.14 0.26
C -1.92 2.05 0.87
H -2.54 1.60 0.08
O -1.17 1.06 1.53
H -2.58 2.49 1.62
H -2.48 4.66 0.75
H -1.15 6.50 -0.21
H 1.05 6.01 -1.23
H 1.88 3.69 -1.30
H 1.37 1.37 -1.28
H 1.37 1.28 0.50
H 0.05 -0.48 1.32
H -2.26 -0.83 -0.58
H -2.66 -0.83 1.15
H -1.36 -2.71 -1.52
H -0.96 -4.10 -0.52
H 1.01 -3.17 -1.69
H 0.75 -1.60 -0.93
H 1.21 -2.58 1.30
H 2.56 -2.78 0.19
H 2.20 -4.77 1.55
H 0.53 -4.91 1.00
H 1.32 -5.37 -1.30
H 1.91 -6.54 -0.13
H 3.73 -5.96 -1.64
H 3.52 -4.24 -1.33
H 4.10 -5.30 -0.04

---

47
Properties=species:S:1:pos:R:3 method="wB97M-V/def2-TZVPD" lumo_energy_ev=-1.796 relative_energy_kj_mol=0.00 gap_ev=7.28 multiplicity=1 fmax_ev_per_a=0.732 total_energy_ha=-1269.8705 charge=0 smiles="C[Si](C)(C)[C@@]1(CCC(N)=O)CCCO1.O=C1C=CC(=O)C=C1"
C 0.20 3.71 -0.09
Si -0.02 1.86 -0.28
C 0.48 1.39 -2.03
C 1.04 0.91 0.94
C -1.85 1.46 0.07
C -2.18 -0.04 -0.01
C -2.53 -0.52 -1.43
C -2.13 -1.94 -1.76
N -0.80 -2.34 -1.49
O -2.91 -2.70 -2.27
C -2.21 2.04 1.46
C -3.37 3.02 1.21
C -3.69 2.92 -0.28
O -2.63 2.19 -0.89
H 1.00 4.07 -0.75
H -0.72 4.25 -0.37
H 0.45 3.99 0.93
H 0.46 0.31 -2.20
H 1.52 1.73 -2.19
H -0.14 1.88 -2.78
H 0.49 0.68 1.85
H 1.36 -0.03 0.50
H 1.93 1.49 1.22
H -1.33 -0.62 0.38
H -3.02 -0.26 0.66
H -2.05 0.14 -2.17
H -3.60 -0.46 -1.60
H -0.71 -2.87 -0.63
H -0.21 -1.52 -1.36
H -1.37 2.55 1.95
H -2.51 1.24 2.14
H -3.09 4.05 1.48
H -4.23 2.76 1.82
H -4.65 2.41 -0.46
H -3.73 3.90 -0.76
C 3.98 -4.73 1.45
C 2.77 -4.22 1.24
C 2.59 -2.92 0.54
O 1.49 -2.46 0.35
C 3.81 -2.21 0.08
C 5.02 -2.72 0.29
C 5.20 -4.02 0.99
O 6.31 -4.48 1.18
H 4.14 -5.67 1.95
H 1.86 -4.72 1.56
H 3.65 -1.27 -0.43
H 5.93 -2.22 -0.03